{
  "formula": "C53H50OP2SSi2V",
  "method": "ωB97M-V with the def2-TZVPD basis set",
  "total_energy_ha": -4728.70504,
  "relative_energy_kcal_mol": 2.9,
  "multiplicity": 2,
  "charge": 0,
  "s2": 0.7726,
  "homo_lumo_gap_ev": [7.257, 6.745],
  "e_homo_ev": [-6.80, -6.29],
  "elements": ["V", "C", "Si", "C", "C", "C", "C", "C", "C", "P", "C", "C", "C", "C", "C", "C", "C", "C", "C", "C", "C", "C", "C", "C", "C", "C", "C", "C", "P", "C", "C", "C", "C", "C", "C", "C", "C", "C", "C", "C", "C", "H", "H", "H", "H", "H", "H", "H", "H", "H", "H", "H", "H", "H", "H", "H", "H", "H", "H", "H", "H", "H", "H", "H", "H", "H", "H", "H", "H", "H", "H", "H", "C", "C", "C", "C", "C", "C", "Si", "C", "C", "C", "C", "C", "C", "H", "H", "H", "H", "H", "H", "H", "H", "H", "H", "H", "O", "S", "C", "C", "C", "C", "H", "H", "H", "H", "H", "H", "H", "H"],
  "xyz": [[0.03, -0.38, 0.43], [-1.63, 1.84, -2.41], [-1.66, 1.01, -0.72], [-1.77, 2.46, 0.55], [-2.94, 3.21, 0.76], [-3.01, 4.22, 1.71], [-1.89, 4.52, 2.48], [-0.72, 3.81, 2.30], [-0.65, 2.79, 1.34], [0.89, 1.84, 1.01], [1.86, 2.11, 2.54], [1.37, 1.51, 3.70], [2.06, 1.59, 4.90], [3.27, 2.27, 4.96], [3.78, 2.86, 3.81], [3.08, 2.77, 2.61], [1.69, 2.85, -0.28], [1.99, 4.20, -0.09], [2.57, 4.94, -1.10], [2.83, 4.35, -2.33], [2.50, 3.02, -2.55], [1.92, 2.28, -1.52], [-3.40, 0.23, -0.54], [-4.58, 0.75, -1.09], [-5.82, 0.23, -0.76], [-5.92, -0.83, 0.14], [-4.77, -1.38, 0.67], [-3.53, -0.87, 0.32], [-1.95, -1.61, 0.90], [-2.15, -3.38, 0.51], [-1.34, -4.32, 1.15], [-1.37, -5.65, 0.77], [-2.19, -6.06, -0.27], [-2.97, -5.13, -0.94], [-2.95, -3.79, -0.55], [-2.09, -1.42, 2.72], [-2.04, -0.10, 3.17], [-2.07, 0.19, 4.53], [-2.17, -0.84, 5.46], [-2.24, -2.15, 5.02], [-2.20, -2.44, 3.66], [-2.49, 2.52, -2.52], [-1.67, 1.11, -3.22], [-0.73, 2.44, -2.53], [-3.83, 2.97, 0.19], [-3.93, 4.77, 1.84], [-1.94, 5.31, 3.22], [0.14, 4.04, 2.91], [0.42, 0.97, 3.67], [1.65, 1.12, 5.78], [3.82, 2.33, 5.89], [4.73, 3.38, 3.84], [3.51, 3.22, 1.72], [1.76, 4.68, 0.86], [2.81, 5.98, -0.94], [3.28, 4.93, -3.13], [2.67, 2.55, -3.51], [1.65, 1.25, -1.69], [-4.53, 1.58, -1.78], [-6.72, 0.65, -1.20], [-6.89, -1.23, 0.40], [-4.85, -2.22, 1.35], [-0.64, -4.00, 1.91], [-0.73, -6.36, 1.28], [-2.21, -7.10, -0.57], [-3.59, -5.44, -1.76], [-3.57, -3.08, -1.08], [-2.01, 0.72, 2.47], [-2.04, 1.22, 4.85], [-2.20, -0.62, 6.52], [-2.34, -2.96, 5.73], [-2.29, -3.47, 3.35], [2.84, -3.67, 3.67], [2.81, -4.60, 2.64], [2.33, -4.25, 1.38], [1.85, -2.96, 1.12], [1.88, -2.05, 2.18], [2.36, -2.38, 3.44], [1.08, -2.44, -0.56], [2.47, -2.47, -1.86], [3.13, -1.33, -2.33], [4.09, -1.39, -3.33], [4.43, -2.61, -3.89], [3.80, -3.77, -3.45], [2.83, -3.69, -2.45], [3.22, -3.94, 4.64], [3.17, -5.61, 2.81], [2.31, -4.99, 0.60], [1.59, -1.00, 2.05], [2.38, -1.64, 4.23], [0.35, -3.68, -0.96], [2.92, -0.37, -1.87], [4.57, -0.49, -3.68], [5.17, -2.67, -4.68], [4.04, -4.73, -3.88], [2.33, -4.59, -2.13], [3.10, 0.16, 0.52], [4.44, -0.04, 1.19], [5.64, 0.92, 0.23], [6.25, -0.02, -0.81], [6.42, -1.36, -0.08], [5.08, -1.63, 0.59], [6.39, 1.29, 0.93], [5.08, 1.76, -0.18], [7.19, 0.37, -1.20], [5.56, -0.15, -1.64], [7.21, -1.27, 0.67], [6.69, -2.17, -0.75], [5.11, -2.33, 1.42], [4.33, -1.95, -0.13]]
}

{
  "formula": "C53H51BrGeN6O4SiTi",
  "method": "ωB97M-V with the def2-TZVPD basis set",
  "total_energy_ha": -8469.85756,
  "relative_energy_kcal_mol": 5.6,
  "charge": 0,
  "homo_lumo_gap_ev": [6.715, 6.713],
  "e_homo_ev": [-7.57, -7.57],
  "elements": ["Ti", "O", "C", "N", "C", "O", "C", "C", "C", "C", "C", "N", "C", "C", "C", "C", "C", "N", "H", "H", "H", "H", "H", "H", "H", "H", "Br", "C", "C", "C", "C", "C", "C", "N", "N", "C", "C", "C", "C", "O", "C", "N", "C", "C", "C", "C", "H", "H", "H", "H", "H", "H", "H", "H", "H", "C", "C", "C", "C", "Ge", "C", "C", "C", "C", "H", "H", "H", "H", "H", "H", "H", "H", "H", "H", "H", "H", "H", "H", "H", "H", "H", "H", "H", "O", "Si", "C", "C", "C", "C", "C", "C", "C", "C", "C", "C", "C", "C", "C", "C", "C", "C", "C", "C", "H", "H", "H", "H", "H", "H", "H", "H", "H", "H", "H", "H", "H", "H", "H"],
  "xyz": [[-0.47, 0.73, -0.80], [-3.59, 3.19, -2.30], [-2.68, 2.39, -2.20], [-1.51, 2.51, -1.49], [-1.10, 3.74, -1.05], [-1.73, 4.77, -0.91], [0.38, 3.72, -0.76], [1.08, 4.91, -0.60], [2.44, 4.85, -0.37], [3.05, 3.60, -0.28], [2.28, 2.47, -0.43], [0.97, 2.53, -0.68], [-2.71, 1.11, -3.00], [-3.69, 0.88, -3.95], [-3.60, -0.28, -4.71], [-2.56, -1.16, -4.48], [-1.63, -0.85, -3.50], [-1.70, 0.27, -2.79], [0.54, 5.84, -0.66], [3.02, 5.75, -0.25], [4.11, 3.50, -0.08], [2.71, 1.48, -0.34], [-4.48, 1.60, -4.07], [-4.35, -0.50, -5.46], [-2.47, -2.09, -5.04], [-0.79, -1.51, -3.29], [8.19, 0.50, 2.15], [7.59, -0.24, 0.52], [6.84, 0.53, -0.34], [6.38, -0.01, -1.53], [6.70, -1.33, -1.85], [7.50, -2.08, -1.01], [7.93, -1.55, 0.19], [6.33, -1.90, -3.12], [5.14, -1.97, -3.47], [4.08, -1.63, -2.58], [3.90, -2.21, -1.35], [2.81, -1.90, -0.52], [1.89, -0.96, -0.92], [0.84, -0.56, -0.22], [2.04, -0.38, -2.21], [1.08, 0.52, -2.55], [1.15, 1.12, -3.71], [2.18, 0.85, -4.63], [3.15, -0.06, -4.31], [3.11, -0.71, -3.06], [6.60, 1.56, -0.08], [5.79, 0.59, -2.21], [7.78, -3.09, -1.30], [8.54, -2.13, 0.87], [4.63, -2.93, -0.99], [2.69, -2.38, 0.44], [0.37, 1.83, -3.94], [2.19, 1.37, -5.58], [3.95, -0.29, -5.01], [2.96, -0.62, 4.22], [1.63, 0.11, 4.07], [0.70, -0.59, 3.08], [-0.67, 0.09, 2.91], [-0.75, 1.62, 1.67], [0.31, 3.14, 2.42], [-0.48, 4.44, 2.56], [-1.47, 4.41, 3.72], [-2.30, 5.68, 3.80], [3.62, -0.11, 4.93], [3.48, -0.68, 3.27], [2.81, -1.64, 4.58], [1.81, 1.14, 3.75], [1.13, 0.18, 5.05], [0.57, -1.62, 3.40], [1.20, -0.65, 2.11], [-1.04, 0.43, 3.89], [-1.40, -0.64, 2.56], [-2.20, 2.17, 1.70], [1.22, 3.30, 1.82], [0.67, 2.83, 3.41], [-1.03, 4.66, 1.63], [0.21, 5.28, 2.71], [-0.92, 4.26, 4.65], [-2.13, 3.55, 3.61], [-1.66, 6.56, 3.92], [-3.00, 5.66, 4.64], [-2.88, 5.82, 2.89], [-1.89, -0.26, -0.17], [-2.63, -1.69, 0.16], [-1.35, -3.00, 0.58], [-0.42, -3.42, -0.38], [0.54, -4.38, -0.10], [0.60, -4.93, 1.18], [-0.29, -4.52, 2.15], [-1.26, -3.56, 1.85], [-3.65, -2.27, -1.30], [-4.74, -1.48, -1.69], [-5.61, -1.88, -2.69], [-5.41, -3.10, -3.33], [-4.35, -3.91, -2.96], [-3.48, -3.50, -1.95], [-3.86, -1.49, 1.55], [-4.59, -2.61, 1.96], [-5.55, -2.52, 2.96], [-5.80, -1.29, 3.56], [-5.10, -0.17, 3.16], [-4.13, -0.27, 2.16], [-0.44, -2.99, -1.38], [1.24, -4.69, -0.86], [1.35, -5.68, 1.41], [-0.25, -4.94, 3.15], [-1.95, -3.25, 2.63], [-4.92, -0.53, -1.19], [-6.44, -1.25, -2.97], [-6.09, -3.42, -4.11], [-4.20, -4.86, -3.44], [-2.67, -4.16, -1.66], [-4.42, -3.58, 1.49], [-6.10, -3.39, 3.27], [-6.55, -1.21, 4.34], [-5.29, 0.80, 3.62], [-3.58, 0.62, 1.86]]
}

{
  "formula": "C53H51ClF6LuN3PSSi2",
  "method": "ωB97M-V with the def2-TZVPD basis set",
  "total_energy_ha": -5828.17804,
  "relative_energy_kcal_mol": 0.0,
  "charge": -1,
  "homo_lumo_gap_ev": 7.383,
  "e_homo_ev": -5.16,
  "elements": ["Lu", "C", "Si", "C", "N", "C", "C", "C", "C", "C", "C", "C", "C", "C", "C", "C", "C", "C", "C", "C", "C", "C", "H", "H", "H", "H", "H", "H", "H", "H", "H", "H", "H", "H", "H", "H", "H", "H", "H", "H", "H", "H", "H", "H", "H", "H", "C", "Si", "C", "C", "N", "C", "C", "C", "C", "C", "C", "F", "H", "H", "H", "H", "H", "H", "H", "H", "H", "H", "H", "H", "H", "Cl", "C", "C", "C", "C", "C", "C", "P", "C", "C", "C", "C", "C", "C", "C", "C", "C", "C", "C", "C", "H", "H", "H", "H", "H", "H", "H", "H", "H", "H", "H", "H", "H", "H", "S", "C", "N", "F", "C", "C", "C", "F", "C", "F", "C", "F", "C", "F"],
  "xyz": [[0.49, -0.63, -0.19], [0.30, -0.63, -2.60], [0.70, 0.69, -3.78], [-0.05, 2.31, -3.14], [0.16, 2.56, -1.70], [-0.89, 3.43, -1.15], [-0.85, 4.86, -1.69], [0.58, 5.44, -1.60], [1.51, 4.51, -0.82], [1.52, 3.12, -1.44], [-0.16, 0.43, -5.46], [-1.55, 0.50, -5.53], [-2.25, 0.23, -6.71], [-1.55, -0.13, -7.85], [-0.16, -0.21, -7.81], [0.52, 0.07, -6.63], [2.53, 0.89, -4.23], [3.32, -0.26, -4.34], [4.64, -0.19, -4.77], [5.20, 1.04, -5.11], [4.43, 2.19, -5.02], [3.11, 2.11, -4.59], [0.67, -1.60, -2.96], [-0.80, -0.71, -2.67], [-1.13, 2.21, -3.32], [0.28, 3.18, -3.73], [-0.79, 3.44, -0.06], [-1.86, 2.98, -1.36], [-1.56, 5.47, -1.12], [-1.19, 4.86, -2.73], [0.57, 6.44, -1.15], [0.99, 5.57, -2.61], [1.20, 4.46, 0.23], [2.53, 4.89, -0.82], [2.10, 2.43, -0.83], [2.04, 3.19, -2.40], [-2.12, 0.76, -4.64], [-3.33, 0.28, -6.72], [-2.08, -0.35, -8.77], [0.39, -0.48, -8.70], [1.60, 0.02, -6.64], [2.91, -1.22, -4.07], [5.24, -1.09, -4.84], [6.23, 1.09, -5.44], [4.86, 3.15, -5.28], [2.53, 3.02, -4.55], [5.37, -0.53, 1.15], [4.14, 0.10, -0.13], [4.95, 1.56, -1.00], [3.98, -1.25, -1.42], [2.60, 0.53, 0.51], [2.49, 1.49, 1.47], [3.54, 2.19, 2.13], [3.30, 3.18, 3.07], [2.00, 3.56, 3.42], [0.94, 2.91, 2.80], [1.23, 1.94, 1.88], [0.18, 1.29, 1.28], [6.06, -1.23, 0.68], [4.87, -1.05, 1.97], [5.97, 0.28, 1.59], [5.88, 1.24, -1.48], [5.18, 2.38, -0.31], [4.28, 1.94, -1.78], [4.72, -1.08, -2.21], [2.99, -1.27, -1.90], [4.16, -2.24, -0.99], [4.57, 1.93, 1.88], [4.14, 3.67, 3.54], [1.82, 4.33, 4.16], [-0.10, 3.14, 3.02], [-2.31, 0.52, 0.40], [-2.85, 0.31, 2.04], [-3.98, 1.04, 2.39], [-4.50, 0.93, 3.66], [-3.88, 0.09, 4.59], [-2.75, -0.62, 4.23], [-2.20, -0.53, 2.95], [-0.69, -1.53, 2.50], [-1.39, -3.23, 2.45], [-2.75, -3.49, 2.36], [-3.22, -4.80, 2.25], [-2.32, -5.86, 2.23], [-0.96, -5.61, 2.31], [-0.50, -4.31, 2.41], [0.15, -1.54, 4.14], [0.91, -0.41, 4.46], [1.57, -0.32, 5.68], [1.48, -1.35, 6.60], [0.73, -2.48, 6.29], [0.07, -2.57, 5.07], [-4.45, 1.68, 1.65], [-5.38, 1.49, 3.93], [-4.28, 0.00, 5.59], [-2.27, -1.26, 4.96], [-3.47, -2.68, 2.34], [-4.28, -4.98, 2.16], [-2.69, -6.87, 2.12], [-0.25, -6.43, 2.27], [0.57, -4.13, 2.47], [1.01, 0.39, 3.75], [2.16, 0.57, 5.90], [2.00, -1.29, 7.55], [0.66, -3.30, 7.00], [-0.51, -3.46, 4.85], [-3.68, -3.26, -1.34], [-2.29, -2.61, -0.80], [-1.31, -2.12, -0.39], [1.04, -3.79, -1.63], [1.75, -3.76, -0.49], [1.70, -2.67, 0.35], [2.51, -2.79, 1.46], [2.55, -1.83, 2.41], [3.31, -3.88, 1.74], [4.07, -3.94, 2.85], [3.32, -4.94, 0.86], [4.08, -6.01, 1.10], [2.53, -4.88, -0.27], [2.54, -5.92, -1.12]]
}

{
  "formula": "C53H51IrO8P2",
  "method": "ωB97M-V with the def2-TZVPD basis set",
  "total_energy_ha": -3438.70603,
  "relative_energy_kcal_mol": 0.8,
  "charge": 2,
  "homo_lumo_gap_ev": 6.309,
  "e_homo_ev": -12.34,
  "elements": ["Ir", "C", "O", "C", "C", "O", "C", "C", "O", "C", "H", "H", "H", "H", "H", "H", "H", "H", "H", "H", "H", "H", "H", "H", "C", "C", "C", "C", "C", "C", "C", "C", "P", "C", "C", "C", "C", "C", "C", "C", "C", "C", "C", "C", "C", "C", "O", "C", "C", "C", "C", "C", "C", "P", "C", "C", "C", "C", "C", "C", "C", "C", "C", "C", "C", "C", "H", "H", "H", "H", "H", "H", "H", "H", "H", "H", "H", "H", "H", "H", "H", "H", "H", "H", "H", "H", "H", "H", "H", "H", "H", "H", "H", "H", "H", "H", "H", "H", "O", "C", "O", "C", "C", "C", "C", "O", "C", "O", "C", "C", "H", "H", "H", "H", "H"],
  "xyz": [[0.05, -1.60, -0.49], [-0.73, -4.66, 0.86], [0.34, -3.76, 0.51], [1.51, -4.49, 0.14], [2.50, -3.54, -0.48], [1.89, -2.57, -1.36], [1.60, -3.12, -2.66], [0.21, -3.70, -2.74], [-0.73, -2.78, -2.15], [-2.09, -3.28, -2.26], [-0.47, -5.21, 1.77], [-0.88, -5.38, 0.05], [-1.64, -4.08, 1.01], [1.95, -4.96, 1.02], [1.22, -5.29, -0.55], [2.98, -2.96, 0.29], [3.27, -4.08, -1.03], [1.73, -2.31, -3.35], [2.34, -3.89, -2.90], [-0.05, -3.86, -3.79], [0.11, -4.66, -2.22], [-2.42, -3.17, -3.29], [-2.10, -4.33, -1.97], [-2.71, -2.71, -1.58], [2.61, 5.16, -0.57], [1.35, 4.52, 0.05], [0.54, 5.60, 0.79], [0.49, 3.91, -1.05], [-0.09, 4.66, -2.06], [-0.87, 4.06, -3.05], [-1.07, 2.69, -3.07], [-0.49, 1.91, -2.07], [-0.55, 0.08, -2.16], [0.54, -0.16, -3.60], [0.23, -0.95, -4.71], [1.12, -1.05, -5.77], [2.35, -0.41, -5.71], [2.68, 0.36, -4.60], [1.78, 0.49, -3.56], [-2.28, -0.10, -2.69], [-3.27, 0.04, -1.72], [-4.61, 0.00, -2.05], [-5.00, -0.14, -3.37], [-4.03, -0.20, -4.36], [-2.68, -0.17, -4.03], [0.26, 2.54, -1.10], [0.75, 1.67, -0.20], [1.41, 2.12, 0.88], [1.67, 1.10, 1.78], [2.44, 1.42, 2.90], [2.86, 2.72, 3.10], [2.52, 3.72, 2.19], [1.77, 3.44, 1.05], [1.03, -0.59, 1.53], [-0.04, -0.82, 2.98], [-0.29, 0.22, 3.88], [-1.05, -0.01, 5.02], [-1.58, -1.26, 5.27], [-1.35, -2.30, 4.38], [-0.59, -2.08, 3.25], [2.59, -1.44, 1.95], [3.75, -1.02, 1.28], [4.96, -1.63, 1.53], [5.04, -2.66, 2.46], [3.90, -3.06, 3.15], [2.68, -2.45, 2.90], [2.33, 5.91, -1.31], [3.23, 4.41, -1.06], [3.20, 5.66, 0.19], [0.31, 6.42, 0.11], [1.11, 6.01, 1.62], [-0.40, 5.20, 1.17], [0.05, 5.73, -2.08], [-1.32, 4.68, -3.82], [-1.67, 2.24, -3.85], [-0.70, -1.50, -4.75], [0.86, -1.65, -6.63], [3.04, -0.49, -6.54], [3.63, 0.86, -4.56], [2.03, 1.12, -2.71], [-3.00, 0.19, -0.69], [-5.36, 0.09, -1.27], [-6.05, -0.17, -3.64], [-4.32, -0.26, -5.40], [-1.96, -0.16, -4.83], [2.70, 0.65, 3.62], [3.45, 2.97, 3.97], [2.84, 4.73, 2.38], [0.08, 1.22, 3.68], [-1.23, 0.81, 5.70], [-2.17, -1.42, 6.16], [-1.77, -3.28, 4.57], [-0.41, -2.89, 2.57], [3.69, -0.21, 0.56], [5.85, -1.30, 1.01], [5.99, -3.14, 2.66], [3.97, -3.85, 3.89], [1.80, -2.76, 3.46], [-3.56, -2.03, 1.41], [-2.68, -1.25, 1.11], [-1.77, -1.69, 0.23], [-2.64, 0.13, 1.65], [-1.96, 1.16, 1.02], [-1.98, 2.47, 1.51], [-2.69, 2.68, 2.67], [-2.85, 3.83, 3.35], [-3.70, 3.53, 4.47], [-3.99, 2.13, 4.42], [-3.38, 1.65, 3.30], [-3.39, 0.37, 2.82], [-1.40, 0.95, 0.12], [-1.46, 3.27, 1.02], [-4.62, 4.10, 4.39], [-3.17, 3.76, 5.40], [-3.94, -0.43, 3.29]]
}